1.
ORCA calculation (ωB97M-V/def2-TZVPD) on a cluster of 8 separate species, H16O8 in total in a non-equilibrium geometry.

Structure (ORCA input):
```
! wB97M-V def2-TZVPD RIJCOSX def2/J DEFGRID3
* xyz 0 1
O 27.97 6.44 0.66
O 25.17 5.18 1.46
O 25.00 4.61 -1.23
O 26.82 4.11 -4.17
O 28.14 2.35 -1.36
O 26.19 7.29 -3.01
O 27.49 5.32 -1.76
O 23.34 6.61 -3.24
H 24.13 6.38 -2.73
H 24.86 5.70 2.19
H 26.19 7.85 -2.22
H 27.52 4.65 -3.86
H 26.84 6.63 -2.69
H 26.56 5.26 -1.71
H 25.51 4.50 -0.44
H 25.04 5.78 0.71
H 27.76 5.80 -0.99
H 23.19 7.48 -2.91
H 28.51 1.83 -2.03
H 27.70 7.27 1.08
H 28.14 5.74 1.30
H 25.01 3.72 -1.61
H 27.26 3.44 -4.68
H 28.19 3.28 -1.57
*
```

ΔE to the lowest compared entry with this formula, charge and spin = 58.33 kcal per mole
Highest occupied orbital energy = -10.40 eV
Frontier orbital gap = 10.2 eV
Strongest force on any atom = 2.7 eV Å⁻¹
Structure (SMILES) = O.O.O.O.O.O.O.O
Total energy = -16639.481 eV

***

2.
ORCA calculation (ωB97M-V/def2-TZVPD) on a cluster of 8 separate species, H16O8 in total in a non-equilibrium geometry.

Structure (ORCA input):
```
! wB97M-V def2-TZVPD RIJCOSX def2/J DEFGRID3
* xyz 0 1
O 0.36 0.45 -2.28
O -1.82 0.89 0.70
O -2.67 -2.30 4.28
O 2.44 -3.27 1.73
O -2.43 4.02 -0.22
O 1.11 -1.05 -1.24
O -1.17 1.50 -3.59
O 3.64 -1.15 1.65
H -1.40 1.44 -0.04
H 3.29 -0.30 1.44
H -1.04 0.33 0.82
H -0.89 2.27 -4.09
H 1.92 -1.30 -0.76
H -2.04 -1.87 3.66
H -3.23 4.13 0.27
H 0.48 1.35 -1.98
H 1.26 -0.90 -2.12
H -2.13 4.91 -0.44
H 1.01 0.43 -3.04
H -1.06 0.76 -4.22
H 1.73 -3.60 2.19
H -3.35 -2.72 3.85
H 3.86 -1.19 2.51
H 2.13 -2.83 0.93
*
```

ΔE to the lowest compared entry with this formula, charge and spin = 146.65 kcal per mole
Highest occupied orbital energy = -9.13 eV
Frontier orbital gap = 9.3 eV
Strongest force on any atom = 8.1 eV Å⁻¹
Structure (SMILES) = O.O.O.O.O.O.O.O
Total energy = -16635.651 eV

***

3.
ORCA calculation (ωB97M-V/def2-TZVPD) on a cluster of 8 separate species, H16O8 in total in a non-equilibrium geometry.

Structure (ORCA input):
```
! wB97M-V def2-TZVPD RIJCOSX def2/J DEFGRID3
* xyz 1 2
O -1.04 -3.32 0.69
O -0.59 -0.35 2.87
O -0.10 -1.40 -4.21
O -0.03 -0.70 -0.25
O -0.50 1.81 -2.91
O 2.04 1.25 -1.55
O -2.29 1.65 1.92
O 2.34 -0.37 3.12
H -1.93 2.52 2.08
H -0.82 -1.12 -4.77
H -0.72 2.68 -2.57
H -0.30 -3.82 0.35
H 0.43 -0.14 -0.88
H 0.36 1.62 -2.55
H -0.20 -0.12 0.50
H -1.40 0.06 2.60
H 2.02 -0.68 3.97
H 1.59 -0.48 2.53
H -2.55 1.66 1.00
H -0.08 -0.75 -3.50
H -0.83 -2.41 0.48
H 2.85 1.06 -2.02
H 2.33 1.63 -0.72
H -0.58 -0.27 3.82
*
```

ΔE to the lowest compared entry with this formula, charge and spin = 26.66 kcal per mole
Highest occupied orbital energy (alpha / beta) = -13.70 / -13.69 eV
Frontier orbital gap (alpha / beta) = 10.4 / 2.4 eV
Strongest force on any atom = 1.8 eV Å⁻¹
Total energy = -16628.851 eV

***

Q: Which value of strongest force on any atom does entry 3 give?
A: 1.8 eV Å⁻¹